Entry 1:
{"formula": "C16H18N2O", "method": "ωB97M-V/def2-TZVPD", "gap_ev": 7.7441, "smiles": "CC(=O)c1cc(-c2ccccc2)[nH]c1N1CCCC1", "homo_energy_ev": -7.06, "elements": ["C", "C", "O", "C", "C", "C", "C", "C", "C", "C", "C", "C", "N", "C", "N", "C", "C", "C", "C", "H", "H", "H", "H", "H", "H", "H", "H", "H", "H", "H", "H", "H", "H", "H", "H", "H", "H"], "coordinates": [[-1.594, -2.808, 2.211], [-1.622, -1.307, 1.993], [-2.477, -0.633, 2.548], [-0.625, -0.789, 1.084], [0.251, -1.609, 0.313], [0.973, -0.818, -0.537], [1.979, -1.157, -1.520], [2.876, -0.203, -2.007], [3.838, -0.543, -2.939], [3.926, -1.842, -3.409], [3.046, -2.800, -2.932], [2.084, -2.466, -2.000], [0.580, 0.485, -0.294], [-0.381, 0.537, 0.665], [-0.829, 1.757, 1.050], [-1.095, 2.814, 0.093], [-2.548, 3.253, 0.368], [-2.913, 2.608, 1.715], [-1.584, 2.065, 2.242], [-0.617, -3.123, 2.571], [-1.811, -3.325, 1.280], [-2.352, -3.068, 2.946], [0.335, -2.673, 0.395], [2.843, 0.813, -1.640], [4.525, 0.211, -3.296], [4.675, -2.109, -4.139], [3.109, -3.816, -3.297], [1.395, -3.215, -1.642], [0.931, 1.286, -0.791], [-0.405, 3.649, 0.273], [-0.966, 2.466, -0.933], [-3.212, 2.902, -0.420], [-2.619, 4.339, 0.408], [-3.367, 3.317, 2.402], [-3.597, 1.773, 1.573], [-1.038, 2.838, 2.798], [-1.715, 1.189, 2.870]], "forces_ev_per_a": [[-0.193, 0.135, 0.202], [-0.195, -0.164, 0.074], [-0.078, -0.110, -0.017], [0.083, 0.524, -0.115], [0.401, 0.267, -0.347], [-0.428, -0.508, 0.403], [0.356, -0.041, -0.321], [-0.194, -0.085, 0.124], [0.102, -0.015, -0.133], [0.075, 0.036, -0.047], [0.035, -0.082, -0.010], [-0.042, 0.164, 0.072], [0.021, 0.066, -0.160], [0.045, -0.205, 0.280], [-0.172, -0.008, -0.110], [0.074, 0.283, -0.237], [-0.019, 0.040, -0.040], [0.100, -0.057, 0.088], [-0.134, -0.013, 0.497], [0.108, -0.094, -0.024], [0.041, -0.092, -0.094], [0.000, 0.024, -0.005], [0.060, -0.232, -0.020], [0.014, 0.091, 0.051], [0.040, 0.039, -0.031], [0.068, -0.008, -0.060], [-0.009, -0.077, -0.014], [-0.088, -0.084, 0.010], [-0.033, -0.007, 0.124], [-0.055, -0.025, -0.126], [0.068, -0.010, 0.046], [0.006, 0.051, -0.035], [-0.014, 0.030, -0.045], [-0.058, 0.007, 0.063], [-0.017, -0.015, 0.024], [-0.044, 0.011, -0.003], [0.077, 0.163, -0.062]], "mulliken_charge": [-1.531, 1.185, -0.695, 0.608, -0.998, -0.442, 1.026, -0.439, -0.625, -0.428, -0.628, -0.495, 0.026, -0.005, -0.044, -0.812, -0.592, -0.575, -0.817, 0.386, 0.379, 0.365, 0.450, 0.259, 0.367, 0.381, 0.376, 0.285, 0.270, 0.336, 0.417, 0.296, 0.283, 0.403, 0.253, 0.295, 0.482]}



Entry 2:
{"formula": "C16H18N2O2S", "method": "ωB97M-V/def2-TZVPD", "gap_ev": 8.7802, "homo_energy_ev": -8.15, "elements": ["C", "C", "N", "N", "C", "O", "C", "O", "C", "C", "C", "C", "C", "C", "C", "H", "H", "H", "H", "H", "H", "C", "H", "H", "H", "H", "H", "H", "C", "C", "C", "C", "S", "H", "H", "H", "H", "H", "H"], "coordinates": [[0.558, -0.780, -1.499], [1.627, -0.217, -0.860], [1.789, -0.076, 0.432], [0.905, -0.364, 1.242], [0.234, -1.534, 1.207], [0.570, -2.429, 0.645], [-0.483, -1.380, 2.618], [-1.387, -0.535, 2.623], [-1.839, 0.036, 1.451], [-1.665, 1.495, 1.319], [-1.930, 1.951, 0.261], [-2.664, 1.240, -0.851], [-3.166, 0.094, -0.719], [-2.589, -0.662, 0.681], [-3.026, -2.123, 0.702], [-3.740, -2.201, 0.199], [-3.363, -2.078, 1.808], [-2.122, -2.615, 0.568], [-3.677, -0.664, -1.224], [-3.021, 1.888, -1.592], [-1.845, 3.083, -0.070], [-0.664, 2.318, 2.448], [-0.656, 1.665, 3.363], [0.254, 2.638, 2.070], [-1.394, 2.910, 2.486], [-1.211, -2.554, 2.617], [-0.043, -1.469, 3.434], [0.950, 0.129, 2.112], [2.967, 0.343, -1.710], [3.088, 0.164, -3.030], [4.356, 0.534, -3.456], [5.003, 1.153, -2.568], [4.189, 1.041, -0.906], [5.937, 1.790, -2.574], [4.694, 0.694, -4.546], [2.496, -0.539, -3.603], [-0.405, -0.575, -1.216], [0.688, -1.753, -1.242], [0.585, -0.621, -2.618]], "forces_ev_per_a": [[-1.049, 0.228, -5.213], [6.664, 3.922, 2.726], [5.535, 2.887, -6.809], [-3.468, 0.074, 2.180], [-1.251, 8.050, 10.181], [1.797, -9.361, -6.256], [-4.069, -10.860, -8.618], [-4.982, 7.540, 1.097], [0.448, 2.048, 2.806], [6.864, -6.223, 12.028], [-4.426, 7.826, -14.161], [1.113, 5.107, 0.953], [1.902, -6.238, 6.151], [-3.799, -0.282, -7.022], [9.465, 4.956, 11.400], [-10.501, -1.973, -8.122], [0.455, -1.410, -1.457], [0.930, -2.038, -0.389], [-1.087, -0.076, -1.492], [0.034, 0.874, -1.496], [0.371, -2.196, 1.116], [0.388, -7.867, -0.953], [0.357, 0.871, -0.894], [1.213, 0.413, -0.709], [-4.776, 6.364, 1.552], [2.403, 1.952, 0.240], [5.000, -0.523, 6.974], [-0.194, 0.146, 0.277], [-6.487, -2.958, 1.959], [-0.838, -2.286, -0.601], [-0.850, 0.132, -6.587], [4.765, 3.802, 6.584], [2.749, 1.460, -1.163], [-1.200, -1.153, -0.276], [-0.683, -0.872, 1.695], [-0.470, 0.427, 0.016], [-2.347, 1.118, 1.259], [-0.044, -3.554, -0.175], [0.071, -0.328, 1.197]], "mulliken_charge": [-1.546, 1.156, -1.479, 0.691, 0.294, -0.458, -1.063, -0.481, 1.046, 0.139, -0.011, -1.016, -0.802, 0.932, -2.071, 0.979, 0.255, 0.313, 0.518, 0.474, 0.188, -1.718, 0.278, 0.295, 0.791, 0.174, 0.770, 0.425, 0.678, -0.498, -0.572, -0.257, -0.145, 0.336, 0.269, 0.286, -0.023, 0.660, 0.195]}



Entry 3:
{"formula": "C16H18N2O3S", "method": "ωB97M-V/def2-TZVPD", "gap_ev": 8.4859, "smiles": "CCCSc1cc(=O)n(-c2ccccc2)nc1C(=O)OCC", "homo_energy_ev": -8.69, "elements": ["C", "C", "C", "S", "C", "C", "C", "O", "N", "C", "C", "C", "C", "C", "C", "N", "C", "C", "O", "O", "C", "C", "H", "H", "H", "H", "H", "H", "H", "H", "H", "H", "H", "H", "H", "H", "H", "H", "H", "H"], "coordinates": [[-4.116, -3.351, 0.005], [-3.405, -2.013, 0.173], [-2.732, -1.924, 1.534], [-1.885, -0.325, 1.801], [-0.474, -0.415, 0.776], [-0.045, -1.542, 0.140], [1.110, -1.564, -0.718], [1.550, -2.564, -1.251], [1.715, -0.300, -0.889], [2.859, -0.114, -1.708], [3.048, -0.851, -2.871], [4.176, -0.625, -3.641], [5.104, 0.331, -3.268], [4.902, 1.075, -2.116], [3.785, 0.855, -1.334], [1.319, 0.775, -0.255], [0.304, 0.774, 0.550], [0.018, 2.093, 1.179], [0.392, 3.148, 0.741], [-0.685, 1.944, 2.305], [-1.096, 3.132, 2.984], [-2.386, 3.680, 2.394], [-4.601, -3.399, -0.966], [-3.407, -4.173, 0.074], [-4.872, -3.483, 0.775], [-2.663, -1.892, -0.618], [-4.125, -1.197, 0.080], [-2.022, -2.733, 1.700], [-3.476, -1.952, 2.331], [-0.529, -2.498, 0.252], [2.329, -1.595, -3.169], [4.324, -1.200, -4.542], [5.981, 0.500, -3.874], [5.620, 1.826, -1.822], [3.610, 1.430, -0.438], [-1.233, 2.828, 4.024], [-0.294, 3.874, 2.909], [-2.715, 4.540, 2.971], [-3.159, 2.916, 2.417], [-2.223, 3.988, 1.365]], "forces_ev_per_a": [[0.083, 0.205, -0.069], [-0.067, -0.226, 0.055], [0.427, 0.539, -0.325], [-0.573, -0.522, 0.265], [0.042, -0.618, -0.175], [-0.220, 0.329, 0.264], [-0.012, -0.092, 0.104], [-0.008, -0.063, -0.034], [-0.487, -0.358, 0.174], [0.717, 0.147, -0.419], [-0.148, -0.024, 0.052], [0.034, 0.080, 0.000], [0.055, 0.009, -0.039], [0.023, -0.020, -0.049], [-0.113, -0.138, 0.067], [-0.286, 0.749, 0.364], [0.229, -0.381, -0.307], [0.275, 0.621, -0.161], [-0.105, -0.133, 0.089], [0.228, -0.156, -0.055], [-0.135, 0.605, 0.134], [0.319, -0.260, 0.007], [-0.081, -0.092, -0.070], [0.032, -0.133, 0.000], [-0.104, -0.075, 0.066], [-0.033, 0.086, 0.012], [0.074, 0.039, -0.030], [-0.065, -0.111, 0.066], [0.056, -0.016, 0.068], [-0.062, -0.040, -0.010], [-0.013, -0.029, 0.019], [0.001, -0.051, -0.070], [0.074, 0.014, -0.050], [0.049, 0.063, 0.035], [0.028, 0.051, 0.035], [0.073, 0.026, -0.122], [-0.112, -0.160, 0.109], [-0.057, 0.102, 0.055], [-0.111, -0.020, 0.008], [-0.026, 0.055, -0.063]], "mulliken_charge": [-1.301, -0.146, -0.960, 0.094, 0.994, -0.742, 0.031, -0.663, 0.620, 0.411, -0.314, -0.672, -0.391, -0.637, -0.196, -0.730, 0.001, 0.347, -0.564, -0.336, -0.362, -1.041, 0.364, 0.332, 0.330, 0.355, 0.318, 0.386, 0.511, 0.432, 0.389, 0.359, 0.379, 0.363, 0.423, 0.317, 0.356, 0.402, 0.239, 0.298]}



Entry 4:
{"formula": "C16H18N2O4S4", "method": "ωB97M-V/def2-TZVPD", "gap_ev": 7.2751, "smiles": "C[C@H](C(=O)N(C)[C@@H]1CCS(=O)(=O)C1)N1C(=O)/C(=C/c2cccs2)SC1=S", "homo_energy_ev": -8.24, "elements": ["C", "C", "C", "O", "N", "C", "C", "C", "C", "S", "O", "O", "C", "N", "C", "O", "C", "C", "C", "C", "C", "C", "S", "S", "C", "S", "H", "H", "H", "H", "H", "H", "H", "H", "H", "H", "H", "H", "H", "H", "H", "H", "H", "H"], "coordinates": [[-0.590, -2.400, 1.768], [-0.207, -1.062, 1.133], [-1.074, -0.622, -0.061], [-0.560, -0.429, -1.148], [-2.394, -0.425, 0.144], [-3.038, -0.516, 1.436], [-3.153, -0.076, -1.057], [-3.042, 1.430, -1.381], [-3.937, 2.200, -0.439], [-5.415, 1.129, -0.343], [-6.416, 1.570, -1.270], [-5.820, 0.955, 1.029], [-4.626, -0.407, -0.974], [1.168, -1.060, 0.661], [1.973, 0.019, 0.989], [1.635, 0.886, 1.765], [3.256, -0.064, 0.293], [4.224, 0.864, 0.484], [5.507, 0.924, -0.113], [6.114, 0.087, -1.028], [7.408, 0.499, -1.373], [7.789, 1.641, -0.730], [6.574, 2.238, 0.314], [3.278, -1.465, -0.747], [1.648, -1.930, -0.267], [0.920, -3.262, -0.853], [-1.284, -2.254, 2.589], [-1.029, -3.074, 1.038], [0.303, -2.875, 2.169], [-0.223, -0.263, 1.888], [-2.389, -0.103, 2.208], [-3.967, 0.050, 1.443], [-3.271, -1.553, 1.690], [-2.672, -0.630, -1.873], [-3.375, 1.583, -2.408], [-1.998, 1.737, -1.311], [-3.528, 2.298, 0.562], [-4.242, 3.166, -0.823], [-5.047, -0.577, -1.960], [-4.868, -1.233, -0.316], [3.973, 1.652, 1.184], [5.641, -0.788, -1.431], [8.035, -0.025, -2.071], [8.721, 2.165, -0.812]], "forces_ev_per_a": [[-0.147, -0.007, 0.089], [-0.028, 0.016, 0.038], [0.297, 0.114, 0.098], [0.006, 0.157, -0.133], [-0.275, 0.018, -0.196], [0.019, -0.228, 0.315], [0.612, -0.037, -0.545], [0.411, -0.167, -0.211], [-0.513, -0.572, -0.067], [-0.214, 0.046, 0.217], [0.037, 0.107, -0.509], [0.122, -0.045, 0.215], [-0.148, 0.673, 0.302], [-0.262, 0.052, 0.122], [-0.055, 0.556, 0.495], [0.023, -0.043, -0.112], [0.959, 0.419, -0.212], [-1.260, -0.487, 0.294], [0.972, 0.193, -0.343], [-0.432, 0.219, 0.372], [0.337, 0.218, -0.007], [-0.233, 0.081, 0.175], [-0.122, -0.591, -0.374], [-0.148, -0.077, 0.009], [0.254, -0.401, -0.151], [0.230, -0.023, -0.213], [-0.065, 0.051, 0.087], [-0.026, -0.033, 0.092], [-0.001, -0.031, 0.010], [-0.041, -0.198, -0.180], [-0.044, -0.006, 0.058], [0.184, -0.075, 0.129], [-0.055, 0.044, 0.091], [-0.247, 0.132, 0.170], [0.038, 0.025, -0.063], [-0.063, 0.000, -0.057], [-0.010, -0.030, 0.122], [-0.148, 0.066, 0.029], [-0.019, 0.028, -0.067], [-0.128, -0.024, 0.104], [-0.123, -0.002, 0.058], [-0.022, -0.143, -0.094], [0.125, -0.064, -0.109], [0.202, 0.072, -0.049]], "mulliken_charge": [-1.734, -0.227, 0.412, -0.655, 0.318, -1.261, -0.365, -0.877, -0.727, 1.149, -0.688, -0.664, -0.944, 0.129, 0.219, -0.663, -0.137, -0.019, 0.554, -0.542, -0.565, -0.387, -0.149, -0.323, 0.683, -0.280, 0.457, 0.418, 0.411, 0.551, 0.355, 0.612, 0.264, 0.581, 0.428, 0.388, 0.319, 0.529, 0.418, 0.361, 0.419, 0.389, 0.398, 0.448]}



Entry 5:
{"formula": "C16H18N2O5S", "method": "ωB97M-V/def2-TZVPD", "gap_ev": 9.6980, "smiles": "CCOC(=O)COc1ccc(S(=O)(=O)NCc2ccncc2)cc1", "homo_energy_ev": -9.19, "elements": ["C", "C", "O", "C", "O", "C", "O", "C", "C", "C", "C", "S", "O", "O", "N", "C", "C", "C", "C", "N", "C", "C", "C", "C", "H", "H", "H", "H", "H", "H", "H", "H", "H", "H", "H", "H", "H", "H", "H", "H", "H", "H"], "coordinates": [[-2.240, -2.746, 0.273], [-3.594, -2.635, 0.960], [-4.140, -1.323, 0.797], [-4.879, -1.089, -0.278], [-5.197, -1.905, -1.101], [-5.312, 0.378, -0.340], [-4.506, 1.239, 0.423], [-3.172, 1.271, 0.173], [-2.396, 1.971, 1.103], [-1.026, 2.031, 0.959], [-0.427, 1.403, -0.118], [1.347, 1.365, -0.252], [1.720, 1.208, -1.626], [1.906, 2.443, 0.514], [1.656, -0.082, 0.556], [2.400, -1.106, -0.142], [3.897, -0.986, -0.019], [4.705, -2.118, -0.050], [6.077, -1.959, 0.055], [6.666, -0.783, 0.187], [5.898, 0.292, 0.213], [4.515, 0.251, 0.116], [-1.181, 0.735, -1.060], [-2.556, 0.668, -0.924], [-1.569, -1.969, 0.634], [-2.356, -2.639, -0.802], [-1.808, -3.720, 0.483], [-4.297, -3.365, 0.546], [-3.502, -2.773, 2.038], [-5.368, 0.683, -1.394], [-6.314, 0.456, 0.093], [-2.896, 2.444, 1.932], [-0.407, 2.561, 1.664], [2.003, 0.105, 1.485], [2.067, -2.087, 0.213], [2.125, -1.003, -1.197], [4.271, -3.101, -0.154], [6.740, -2.814, 0.037], [6.418, 1.235, 0.319], [3.935, 1.161, 0.136], [-0.681, 0.277, -1.898], [-3.132, 0.141, -1.668]], "forces_ev_per_a": [[-0.361, 0.185, 0.122], [0.189, -0.561, -0.114], [-0.034, 0.230, 0.275], [-0.147, 0.200, -0.106], [-0.027, 0.016, -0.060], [-0.060, -0.174, -0.148], [0.090, 0.136, 0.095], [0.365, 0.141, 0.016], [-0.187, -0.134, -0.131], [-0.021, 0.077, 0.044], [0.548, 0.127, -0.207], [-0.493, -0.322, 0.508], [-0.148, -0.256, -0.005], [-0.221, -0.110, 0.181], [-0.025, 0.723, -0.360], [0.014, -0.250, -0.363], [0.194, -0.023, 0.072], [-0.063, 0.205, -0.014], [-0.171, -0.273, -0.051], [0.536, 0.042, 0.042], [-0.230, 0.222, 0.003], [0.027, -0.221, -0.040], [0.032, 0.045, -0.047], [-0.216, 0.068, 0.059], [0.093, 0.036, 0.033], [0.027, -0.016, -0.103], [0.074, -0.117, 0.012], [0.096, 0.103, 0.159], [-0.061, 0.016, -0.130], [0.046, -0.109, 0.161], [0.135, -0.056, -0.119], [-0.037, 0.060, 0.110], [-0.007, 0.105, 0.148], [-0.001, 0.176, 0.186], [0.053, 0.118, -0.101], [0.053, -0.259, 0.060], [-0.023, -0.126, 0.012], [-0.025, -0.130, -0.005], [-0.041, 0.131, 0.004], [0.111, 0.115, 0.052], [-0.031, -0.099, -0.158], [-0.053, -0.042, -0.092]], "mulliken_charge": [-0.947, -0.363, -0.292, 0.594, -0.607, -0.456, -0.487, 0.515, -0.970, -0.419, 0.073, 1.327, -0.669, -0.691, -0.181, -0.936, 1.055, -0.580, -0.328, -0.625, -0.559, -0.112, -0.747, -0.190, 0.163, 0.283, 0.445, 0.351, 0.315, 0.325, 0.348, 0.462, 0.479, 0.343, 0.392, 0.312, 0.366, 0.356, 0.385, 0.317, 0.494, 0.458]}